A structure of composition C30H32Br4N5O7PRu in a non-equilibrium geometry, computed with ωB97M-V/def2-TZVPD.

Last column: Mulliken spin population.
Atoms and positions in Å:
1 Ru -0.23 -1.40 -0.38  2.97
2 C 0.12 5.96 -2.10  0.00
3 O 0.29 4.92 -1.14  0.00
4 C 1.57 4.66 -0.70  0.01
5 C 2.65 5.48 -1.01  0.00
6 C 3.77 5.42 -0.20  0.00
7 C 3.91 4.42 0.77  0.00
8 C 2.85 3.58 1.04  0.00
9 C 1.70 3.63 0.26  0.00
10 N 0.70 2.65 0.50  0.02
11 C 0.82 1.33 0.09  0.11
12 N 2.05 0.76 0.05  0.06
13 C 2.37 -0.34 -0.73  -0.16
14 C 1.41 -1.18 -1.31  -0.01
15 C 1.81 -1.99 -2.40  -0.02
16 C 3.07 -2.02 -2.84  -0.02
17 C 4.09 -1.21 -2.22  0.06
18 C 3.74 -0.52 -1.09  -0.02
19 O 4.63 0.13 -0.26  0.00
20 C 5.96 -0.32 -0.09  0.00
21 N -0.28 0.57 -0.19  -0.04
22 C -1.58 1.09 -0.32  0.32
23 C -2.59 0.78 0.69  0.03
24 C -3.88 1.42 0.38  0.28
25 C -4.05 2.23 -0.70  -0.12
26 C -3.02 2.51 -1.63  0.43
27 C -1.76 1.92 -1.44  -0.15
28 O -0.74 1.95 -2.36  -0.03
29 C -1.05 2.10 -3.76  0.01
30 H -0.95 5.86 -2.35  0.00
31 H 0.75 5.87 -2.97  0.00
32 H 0.25 6.94 -1.67  0.00
33 H 2.66 6.14 -1.87  0.00
34 H 4.60 6.08 -0.43  0.00
35 H 4.80 4.36 1.41  0.00
36 H 2.90 2.88 1.87  0.00
37 H -0.32 2.91 0.56  0.00
38 H 2.77 1.33 0.42  -0.01
39 H 1.07 -2.66 -2.87  0.00
40 H 3.41 -2.70 -3.65  0.00
41 H 5.08 -1.29 -2.61  0.01
42 H 6.55 0.43 0.49  0.00
43 H 6.47 -0.40 -1.03  0.00
44 H 6.07 -1.32 0.38  0.00
45 H -2.33 1.15 1.71  0.11
46 H -4.69 1.24 1.08  0.01
47 H -4.97 2.71 -0.90  0.00
48 H -3.24 3.18 -2.47  0.02
49 H -0.10 2.01 -4.30  0.00
50 H -1.45 3.12 -3.98  0.00
51 H -1.76 1.31 -4.05  0.00
52 Br -3.85 -0.82 5.64  0.04
53 C -3.41 -1.18 3.88  0.35
54 C -4.49 -1.17 2.88  -0.08
55 Br -6.36 -1.53 3.51  0.01
56 C -4.14 -1.11 1.54  0.26
57 Br -5.41 -1.56 0.26  0.02
58 C -2.70 -0.78 1.00  -0.02
59 O -2.30 -1.59 -0.11  0.06
60 C -1.69 -1.17 2.14  0.30
61 O -0.45 -1.33 1.76  0.24
62 C -2.10 -1.30 3.49  -0.05
63 Br -0.88 -1.77 4.87  0.00
64 N -2.87 -4.10 -0.34  0.00
65 C -2.16 -4.60 0.85  0.02
66 P -0.35 -4.76 0.34  -0.01
67 O -0.18 -6.18 -0.10  0.00
68 O -0.04 -3.58 -0.55  -0.02
69 C 0.41 -4.70 2.03  0.00
70 N -0.04 -5.92 2.74  0.00
71 H -3.85 -4.35 -0.22  0.00
72 H -2.55 -4.43 -1.27  0.00
73 H -2.76 -3.00 -0.33  0.02
74 H -2.61 -5.59 1.21  0.00
75 H -2.39 -3.93 1.67  -0.02
76 H 0.14 -3.82 2.62  0.00
77 H 1.54 -4.67 2.03  0.00
78 H -0.47 -6.57 2.05  0.00
79 H -0.66 -5.73 3.54  0.00
80 H 0.72 -6.44 3.22  0.00

**Orbital gap (spin up / spin down)**: 5.6 / 7.0 eV
**Molar mass**: 1026.27 g/mol
**Energy above the lowest of the compared OMol25 structures with the same formula, charge and spin**: 24.32 kJ/mol
**E_LUMO (spin up / spin down)**: -2.8 / -3.2 eV
**Spin multiplicity**: 6
**F_max**: 0.062 Eh/bohr
**Charge**: +1

A cluster of 10 separate species, C30H32Cl12F4 in total in a non-equilibrium geometry, computed with ωB97M-V/def2-TZVPD.

Last column: Mulliken spin population.
Atoms and positions in Å:
1 C -3.84 2.25 -4.06  0.00
2 Cl -5.38 3.01 -4.63  0.00
3 Cl -2.47 2.68 -5.12  0.00
4 H -3.58 2.63 -3.07  0.00
5 H -3.90 1.16 -4.01  0.00
6 C -4.05 0.88 1.55  0.03
7 Cl -4.75 1.98 2.73  0.01
8 Cl -5.06 0.81 0.06  0.01
9 H -3.06 1.25 1.26  -0.01
10 H -4.00 -0.11 2.00  -0.01
11 C 4.85 2.39 2.80  0.02
12 Cl 3.20 1.88 2.77  0.01
13 Cl 5.92 1.00 2.75  0.00
14 H 5.04 3.05 1.95  0.00
15 H 5.04 2.74 3.82  0.00
16 C -3.27 -2.52 -4.18  0.00
17 Cl -3.18 -1.50 -5.63  0.00
18 Cl -3.59 -1.49 -2.74  0.00
19 H -4.11 -3.19 -4.37  0.00
20 H -2.32 -3.06 -4.14  0.00
21 C 3.10 -5.10 0.83  0.01
22 Cl 1.63 -4.07 1.03  0.01
23 Cl 2.80 -6.85 1.06  0.00
24 H 3.62 -4.98 -0.12  0.00
25 H 3.86 -4.80 1.56  0.00
26 C -2.46 5.20 -0.68  0.00
27 Cl -2.21 5.80 -2.35  0.00
28 Cl -3.53 3.82 -0.58  0.01
29 H -1.47 4.89 -0.36  -0.01
30 H -2.92 6.00 -0.10  0.00
31 F -4.65 -4.93 -1.05  0.00
32 C -3.37 -4.84 -1.39  0.01
33 C -2.88 -5.74 -2.34  0.00
34 C -1.49 -5.75 -2.57  0.00
35 C -0.65 -4.89 -1.91  0.00
36 C -1.14 -3.91 -1.02  -0.06
37 C -2.53 -3.90 -0.75  0.00
38 H -3.52 -6.48 -2.79  0.00
39 H -1.17 -6.44 -3.35  0.00
40 H 0.39 -4.80 -2.18  0.00
41 H -0.48 -3.24 -0.49  0.03
42 H -2.90 -3.10 -0.13  0.02
43 F 4.84 5.69 0.17  0.00
44 C 5.25 4.53 -0.39  0.00
45 C 4.31 3.55 -0.71  0.01
46 C 4.77 2.34 -1.23  0.01
47 C 6.14 2.13 -1.48  0.01
48 C 7.06 3.10 -1.13  -0.01
49 C 6.64 4.35 -0.59  0.01
50 H 3.27 3.75 -0.49  0.00
51 H 4.04 1.56 -1.44  -0.02
52 H 6.39 1.25 -2.05  0.00
53 H 8.11 2.98 -1.37  0.00
54 H 7.31 5.19 -0.44  0.00
55 F -2.54 -2.39 3.89  0.00
56 C -1.79 -1.29 4.08  0.02
57 C -0.36 -1.33 3.88  0.01
58 C 0.46 -0.25 4.15  0.01
59 C -0.16 0.95 4.56  -0.01
60 C -1.58 1.03 4.66  0.04
61 C -2.34 -0.15 4.50  -0.01
62 H 0.07 -2.26 3.53  -0.01
63 H 1.53 -0.38 4.06  0.00
64 H 0.54 1.73 4.84  0.00
65 H -2.11 1.86 5.10  0.01
66 H -3.41 -0.08 4.61  0.00
67 F -2.47 0.96 -1.41  -0.01
68 C -1.32 0.66 -0.71  -0.24
69 C -0.31 1.59 -0.73  0.33
70 C 0.88 1.30 0.00  0.11
71 C 1.02 0.08 0.62  -0.15
72 C 0.02 -0.90 0.61  0.26
73 C -1.16 -0.60 -0.12  0.21
74 H -0.42 2.56 -1.21  0.07
75 H 1.70 2.01 -0.01  0.07
76 H 1.84 -0.08 1.30  0.01
77 H 0.18 -1.83 1.14  0.04
78 H -1.96 -1.31 -0.26  0.16

**Orbital gap (spin up / spin down)**: 2.4 / 7.1 eV
**Molar mass**: 894.01 g/mol
**E_LUMO (spin up / spin down)**: 2.1 / 2.1 eV
**Spin multiplicity**: 2
**F_max**: 0.062 Eh/bohr
**Charge**: -1

A structure of composition C30H32CoP, computed with ωB97M-V/def2-TZVPD.

Last column: Mulliken spin population.
Atoms and positions in Å:
1 Co -0.43 0.22 0.73  1.10
2 C 2.08 0.31 3.17  0.00
3 C 0.69 0.63 2.69  0.00
4 C -0.39 -0.24 2.97  0.01
5 C -0.20 -1.52 3.75  0.00
6 C -1.70 0.09 2.55  -0.02
7 C -2.81 -0.86 2.89  0.01
8 C -1.92 1.31 1.86  0.01
9 C -3.30 1.80 1.50  0.00
10 C -0.83 2.17 1.56  -0.01
11 C -1.06 3.43 0.76  0.00
12 C 0.46 1.85 2.02  0.04
13 C 1.59 2.82 1.75  -0.01
14 H 2.26 -0.76 3.23  0.00
15 H 2.24 0.73 4.16  0.00
16 H 2.84 0.71 2.51  0.00
17 H -0.86 -1.52 4.62  0.00
18 H 0.81 -1.65 4.11  0.00
19 H -0.47 -2.39 3.15  0.00
20 H -2.98 -0.87 3.97  0.00
21 H -2.56 -1.88 2.59  0.00
22 H -3.75 -0.61 2.41  0.00
23 H -3.46 1.79 0.43  0.00
24 H -3.42 2.82 1.86  0.00
25 H -4.08 1.20 1.97  0.00
26 H -1.24 4.28 1.43  0.00
27 H -1.92 3.33 0.10  0.00
28 H -0.20 3.66 0.14  0.00
29 H 1.23 3.85 1.86  0.00
30 H 1.96 2.71 0.73  0.00
31 H 2.41 2.69 2.44  0.00
32 C 2.75 -0.92 -5.61  0.00
33 C 2.79 0.42 -5.28  0.00
34 C 2.18 0.87 -4.12  0.00
35 C 1.52 -0.03 -3.28  0.01
36 C 1.48 -1.38 -3.62  0.00
37 C 2.10 -1.83 -4.78  0.00
38 P 0.69 0.61 -1.78  0.02
39 C 1.20 -0.70 -0.55  -0.04
40 C 2.52 -0.56 -0.07  0.01
41 C 3.11 -1.54 0.70  0.01
42 C 2.38 -2.67 1.07  -0.01
43 C 1.07 -2.82 0.64  0.04
44 C 0.48 -1.85 -0.19  -0.01
45 C -1.04 0.09 -1.95  -0.03
46 C -1.71 -0.12 -3.15  -0.01
47 C -3.04 -0.52 -3.12  0.01
48 C -3.67 -0.71 -1.90  -0.01
49 C -2.99 -0.50 -0.70  0.02
50 C -1.67 -0.06 -0.71  -0.11
51 H 3.23 -1.27 -6.52  0.00
52 H 3.29 1.13 -5.93  0.00
53 H 2.21 1.92 -3.85  0.00
54 H 0.97 -2.09 -2.98  0.00
55 H 2.06 -2.88 -5.04  0.00
56 H 3.08 0.33 -0.35  0.00
57 H 4.13 -1.43 1.02  0.00
58 H 2.84 -3.43 1.68  0.00
59 H 0.52 -3.71 0.90  0.00
60 H -0.48 -2.07 -0.63  0.00
61 H -1.20 0.00 -4.09  0.00
62 H -3.58 -0.69 -4.04  0.00
63 H -4.70 -1.05 -1.87  0.00
64 H -3.50 -0.68 0.23  0.00

**Orbital gap (spin up / spin down)**: 7.5 / 7.9 eV
**Molar mass**: 482.49 g/mol
**E_LUMO (spin up / spin down)**: -3.5 / -3.1 eV
**Spin multiplicity**: 2
**F_max**: 0.010 Eh/bohr
**Charge**: +1

A structure of composition C30H32CsF5N3O3SbSe in a non-equilibrium geometry, computed with ωB97M-V/def2-TZVPD.

Last column: Löwdin charge in e.
Atoms and positions in Å:
1 Cs 1.01 -0.21 -1.11  1.37
2 O 2.37 0.73 2.67  0.00
3 C 1.43 0.31 1.98  -0.73
4 O 0.88 0.89 1.00  -0.59
5 C 0.85 -1.06 2.34  -0.24
6 C 1.30 -1.73 3.47  0.00
7 C 0.74 -2.96 3.78  -0.08
8 C -0.24 -3.48 2.95  -0.14
9 C -0.62 -2.73 1.84  -0.19
10 N -0.11 -1.54 1.54  0.04
11 H 2.09 -1.27 4.05  0.11
12 H 1.07 -3.50 4.66  0.10
13 H -0.68 -4.45 3.13  0.09
14 H -1.37 -3.11 1.15  0.11
15 O 2.13 -0.13 -3.33  -0.44
16 C 2.32 0.46 -4.44  -0.43
17 C 3.35 0.05 -5.34  -0.04
18 C 3.64 0.72 -6.50  -0.14
19 C 2.91 1.85 -6.88  -0.16
20 C 1.88 2.26 -6.06  -0.09
21 C 1.55 1.60 -4.88  -0.11
22 C 0.44 2.11 -4.08  -0.31
23 N -0.51 1.43 -3.46  0.07
24 C -1.35 2.35 -2.91  -0.17
25 C -0.93 3.62 -3.19  -0.12
26 N 0.21 3.45 -3.94  0.09
27 H 3.93 -0.83 -5.05  0.10
28 H 4.45 0.36 -7.14  0.09
29 H 3.15 2.38 -7.80  0.07
30 H 1.28 3.12 -6.36  0.09
31 H -2.23 2.05 -2.36  0.08
32 H -1.31 4.59 -2.93  0.10
33 H 0.81 4.18 -4.28  0.14
34 F 5.63 -8.57 -2.28  0.08
35 C 4.75 -7.79 -1.63  -0.17
36 C 5.13 -6.57 -1.10  -0.16
37 F 6.41 -6.17 -1.25  0.08
38 C 4.22 -5.78 -0.42  -0.28
39 F 4.66 -4.62 0.06  0.06
40 C 2.89 -6.17 -0.21  -0.64
41 Se 1.70 -5.16 0.79  0.56
42 C 2.54 -7.40 -0.78  -0.28
43 F 1.29 -7.87 -0.66  0.04
44 C 3.44 -8.20 -1.47  -0.16
45 F 3.05 -9.38 -1.99  0.08
46 C -4.61 1.88 0.11  -0.20
47 C -4.13 1.41 1.48  -0.57
48 C -4.86 2.16 2.59  -0.16
49 Sb -1.86 1.25 1.32  1.55
50 C -1.46 1.10 3.48  -0.53
51 C -1.65 2.37 4.30  -0.14
52 C -2.27 -0.07 4.05  -0.15
53 C -1.53 3.42 0.89  -0.54
54 C -2.40 4.43 1.63  -0.15
55 C -0.06 3.80 1.01  -0.16
56 H -5.69 1.74 -0.01  0.06
57 H -4.11 1.31 -0.69  0.04
58 H -4.38 2.94 -0.05  0.06
59 H -4.39 0.35 1.58  0.06
60 H -4.69 3.23 2.55  0.05
61 H -4.56 1.81 3.58  0.04
62 H -5.95 2.00 2.50  0.06
63 H -0.41 0.83 3.52  0.06
64 H -2.67 2.77 4.20  0.05
65 H -0.94 3.14 3.98  0.06
66 H -1.47 2.18 5.36  0.07
67 H -3.34 0.14 4.04  0.05
68 H -1.97 -0.27 5.09  0.07
69 H -2.09 -0.98 3.47  0.05
70 H -1.80 3.46 -0.17  0.05
71 H -2.20 4.41 2.70  0.05
72 H -3.46 4.24 1.47  0.03
73 H -2.18 5.44 1.27  0.07
74 H 0.29 3.70 2.04  0.07
75 H 0.10 4.84 0.70  0.07
76 H 0.58 3.16 0.41  0.05

**Orbital gap**: 5.5 eV
**Molar mass**: 911.22 g/mol
**Energy above the lowest of the compared OMol25 structures with the same formula, charge and spin**: 138.48 kJ/mol
**E_LUMO**: 3.7 eV
**F_max**: 0.056 Eh/bohr
**Charge**: -2

A structure of composition C30H32FeN2O5S2 in a non-equilibrium geometry, computed with ωB97M-V/def2-TZVPD.

Last column: Mulliken spin population.
Atoms and positions in Å:
1 Fe -1.16 -0.97 -0.13  3.84
2 C -1.63 -3.56 -1.96  0.00
3 C -0.63 -4.02 -0.93  0.00
4 O -0.81 -3.22 0.24  0.01
5 C -1.70 -3.81 1.18  0.00
6 C -1.82 -2.83 2.29  0.01
7 O -2.37 -1.64 1.70  0.03
8 C -2.50 -0.58 2.66  0.00
9 C -1.22 0.19 2.77  0.01
10 O -1.01 0.68 1.44  0.02
11 C 0.16 1.44 1.15  -0.03
12 C 1.15 0.30 -1.03  -0.09
13 O 0.69 -1.02 -1.24  0.00
14 C 0.72 -1.50 -2.59  0.00
15 C -0.71 -1.62 -3.10  0.00
16 O -1.59 -2.14 -2.10  0.02
17 H -2.65 -3.80 -1.63  0.00
18 H -1.47 -4.05 -2.92  0.00
19 H 0.40 -3.87 -1.26  0.00
20 H -0.77 -5.07 -0.71  0.00
21 H -1.33 -4.77 1.55  0.00
22 H -2.68 -3.97 0.71  0.00
23 H -0.84 -2.62 2.72  0.00
24 H -2.48 -3.22 3.06  0.00
25 H -2.81 -0.96 3.63  0.00
26 H -3.28 0.07 2.27  0.00
27 H -0.37 -0.41 3.10  0.00
28 H -1.36 1.02 3.47  0.00
29 H 0.55 1.91 2.05  0.00
30 H -0.19 2.22 0.49  0.00
31 H 2.14 0.41 -1.49  0.00
32 H 0.20 1.04 -2.76  -0.01
33 H 1.25 -2.45 -2.58  0.00
34 H 1.25 -0.82 -3.26  0.00
35 H -0.73 -2.22 -4.01  0.00
36 H -1.10 -0.63 -3.32  0.00
37 S 5.99 0.50 3.32  0.00
38 C 6.66 -0.67 4.36  0.01
39 C 5.89 -1.78 4.44  0.00
40 C 4.73 -1.69 3.65  0.01
41 C 4.63 -0.50 2.96  0.00
42 C 3.57 -0.05 2.08  0.01
43 C 2.40 -0.92 1.89  0.01
44 N 1.37 -0.64 1.19  0.04
45 C 1.31 0.63 0.49  0.01
46 C 2.52 1.53 0.56  0.01
47 C 2.53 2.70 -0.15  -0.01
48 C 1.51 3.25 -1.01  0.02
49 C 0.39 2.67 -1.52  -0.01
50 C -0.71 3.43 -2.04  0.02
51 C -1.95 2.86 -2.18  -0.02
52 C -2.14 1.56 -1.55  0.01
53 N -1.19 0.75 -1.22  0.07
54 C 0.15 1.20 -1.67  0.02
55 C -3.10 3.54 -2.76  0.00
56 C -4.38 3.07 -2.90  -0.01
57 C -5.25 3.99 -3.53  0.00
58 C -4.62 5.15 -3.85  -0.01
59 S -2.98 5.13 -3.41  0.00
60 C 3.59 1.13 1.41  -0.01
61 H 7.60 -0.47 4.86  0.00
62 H 6.15 -2.64 5.05  0.00
63 H 3.99 -2.48 3.59  0.00
64 H 2.39 -1.89 2.38  0.00
65 H 3.38 3.35 0.03  0.00
66 H 1.62 4.30 -1.24  0.00
67 H -0.58 4.49 -2.22  0.00
68 H -3.15 1.27 -1.27  0.01
69 H -4.70 2.08 -2.59  0.00
70 H -6.30 3.81 -3.72  0.00
71 H -5.04 6.02 -4.33  0.00
72 H 4.45 1.79 1.50  0.00

**Orbital gap (spin up / spin down)**: 5.6 / 5.6 eV
**Molar mass**: 620.57 g/mol
**E_LUMO (spin up / spin down)**: -6.5 / -6.5 eV
**Spin multiplicity**: 5
**F_max**: 0.026 Eh/bohr
**Charge**: +2

A cluster of 2 separate species, C30H32N3O5S in total in a non-equilibrium geometry, computed with ωB97M-V/def2-TZVPD.

Last column: Löwdin charge in e.
Atoms and positions in Å:
1 C 1.46 3.35 4.13  -0.03
2 O 1.75 2.16 3.37  -0.08
3 C 2.90 2.11 2.66  -0.22
4 C 3.79 3.18 2.43  0.00
5 C 4.88 2.98 1.59  -0.05
6 C 5.14 1.74 1.00  -0.01
7 C 4.31 0.65 1.31  -0.21
8 O 4.45 -0.62 0.87  -0.08
9 C 5.55 -0.93 -0.02  -0.03
10 C 3.20 0.85 2.13  -0.07
11 N 2.41 -0.29 2.50  0.10
12 C 1.07 -0.44 2.35  -0.08
13 C 0.27 0.42 1.48  -0.29
14 C -1.18 0.38 1.67  -0.03
15 C -2.04 0.74 0.67  0.03
16 C -3.48 0.56 0.74  -0.20
17 C -4.29 0.69 -0.41  -0.02
18 C -5.64 0.33 -0.39  -0.06
19 C -6.23 -0.11 0.81  -0.06
20 C -5.46 -0.17 1.98  -0.07
21 C -4.11 0.18 1.96  -0.03
22 O 0.84 1.14 0.63  0.10
23 N 0.76 -1.66 2.86  -0.02
24 C -0.53 -2.33 2.85  0.01
25 C 1.89 -2.22 3.43  0.02
26 C 2.92 -1.39 3.20  0.04
27 H 0.61 3.08 4.76  0.10
28 H 2.32 3.64 4.76  0.10
29 H 1.20 4.18 3.47  0.10
30 H 3.61 4.14 2.91  0.11
31 H 5.55 3.81 1.38  0.12
32 H 5.97 1.61 0.31  0.11
33 H 5.44 -1.99 -0.24  0.10
34 H 5.49 -0.34 -0.95  0.10
35 H 6.51 -0.74 0.48  0.10
36 H -1.52 0.08 2.66  0.10
37 H -1.63 1.14 -0.26  0.11
38 H -3.83 1.06 -1.33  0.10
39 H -6.24 0.41 -1.30  0.11
40 H -7.28 -0.39 0.83  0.11
41 H -5.91 -0.49 2.92  0.11
42 H -3.52 0.15 2.88  0.10
43 H -0.33 -3.40 2.98  0.11
44 H -1.17 -1.99 3.68  0.11
45 H -1.06 -2.16 1.90  0.11
46 H 1.87 -3.19 3.91  0.14
47 H 3.96 -1.47 3.45  0.15
48 C 0.81 1.24 -4.83  -0.25
49 S 0.42 1.10 -3.04  0.98
50 C 0.15 2.86 -2.62  -0.24
51 C -1.16 0.48 -3.01  -0.43
52 C -1.47 -0.89 -3.18  -0.31
53 C -2.84 -1.30 -3.30  -0.05
54 C -3.18 -2.62 -3.51  0.00
55 C -2.16 -3.59 -3.59  -0.18
56 N -2.50 -4.96 -3.81  -0.34
57 O -1.58 -5.80 -3.88  0.03
58 O -3.71 -5.27 -3.92  0.03
59 C -0.80 -3.23 -3.47  0.00
60 C -0.46 -1.91 -3.25  -0.06
61 H 0.94 0.22 -5.21  0.06
62 H -0.01 1.75 -5.35  0.07
63 H 1.75 1.79 -4.94  0.05
64 H -0.10 2.90 -1.56  0.05
65 H 1.09 3.40 -2.79  0.06
66 H -0.65 3.28 -3.25  0.07
67 H -1.96 1.22 -2.94  0.06
68 H -3.61 -0.54 -3.23  0.10
69 H -4.22 -2.93 -3.62  0.12
70 H -0.05 -4.01 -3.56  0.12
71 H 0.59 -1.65 -3.13  0.09

**Orbital gap**: 4.7 eV
**Molar mass**: 546.67 g/mol
**Energy above the lowest of the compared OMol25 structures with the same formula, charge and spin**: 0.00 kJ/mol
**E_LUMO**: -4.1 eV
**F_max**: 0.063 Eh/bohr
**Charge**: +1